# C3H14NO3

A 4-piece molecular cluster, C3H14NO3 overall (the ωB97M-V functional and the def2-TZVPD basis, OMol25).

Calculated total energy: -402.9314 Ha
HOMO level: -0.5138 Ha
Energy relative to the best compared isomer or geometry (same formula, charge and spin): 66.0 kJ/mol

Geometry as ORCA input:
```
! RIJCOSX wB97M-V def2-TZVPD def2/J DEFGRID3
* xyz 1 1
O -3.185 0.119 0.968
O -0.523 2.787 -1.531
O 1.810 2.165 2.050
N 0.084 0.548 0.099
C 0.067 -0.870 -0.394
C 0.895 -3.157 -0.774
C 1.053 -1.734 -0.302
H -0.940 -1.044 -0.754
H -0.731 0.509 0.712
H -0.090 1.238 -0.648
H 1.621 -3.265 -1.595
H -0.147 -3.378 -1.067
H 2.226 3.038 1.914
H -3.523 -0.727 1.260
H 0.157 3.460 -1.662
H 2.065 -1.543 0.009
H 1.142 -3.950 -0.065
H 2.040 1.787 2.895
H 0.959 0.716 0.604
H -4.000 0.538 0.658
H -0.980 2.762 -2.377
*
```

***

# C2H4BrO3S

A 2-piece molecular cluster, C2H4BrO3S overall (the ωB97M-V functional and the def2-TZVPD basis, OMol25).

Calculated total energy: -3276.5055 Ha
HOMO level (spin up / spin down): -0.1391 / -0.1556 Ha
Energy relative to the best compared isomer or geometry (same formula, charge and spin): 168.2 kJ/mol

Geometry as ORCA input:
```
! RIJCOSX wB97M-V def2-TZVPD def2/J DEFGRID3
* xyz -1 1
Br -1.353 -2.410 0.132
S -2.987 1.020 -0.027
O -4.314 0.491 -0.472
O -2.692 1.092 1.446
O -2.585 2.240 -0.811
C -1.037 -0.750 -0.694
C -0.108 0.223 -0.035
H 0.864 -0.051 -0.056
H -0.196 1.194 -0.418
H -0.835 -0.946 -1.871
H -0.403 0.343 0.951
*
```

***

# C2H8N4

An isolated ion of composition C2H8N4 and charge +2 (the ωB97M-V functional and the def2-TZVPD basis, OMol25).

Calculated total energy: -299.2184 Ha
HOMO level: -0.7230 Ha
Energy relative to the best compared isomer or geometry (same formula, charge and spin): 436.2 kJ/mol
SMILES string: C=N/C=[NH+]\N[NH3+]

Geometry as ORCA input:
```
! RIJCOSX wB97M-V def2-TZVPD def2/J DEFGRID3
* xyz 2 1
N 1.895 0.081 -0.108
N -0.144 1.134 0.151
N -0.800 0.006 0.666
N -1.853 -0.534 -0.294
C 1.159 1.057 -0.230
C 2.753 -0.787 0.101
H -2.274 -1.475 0.013
H -1.398 0.014 1.485
H 1.600 2.036 -0.732
H -2.422 0.327 -0.610
H 3.160 -1.536 -0.655
H 3.464 -0.704 1.046
H -0.290 2.054 0.366
H -1.382 -0.740 -1.271
*
```

***

# C34H50Br2F5NO18P

A 7-piece molecular cluster, C34H50Br2F5NO18P overall (the ωB97M-V functional and the def2-TZVPD basis, OMol25).

Calculated total energy: -8723.2016 Ha
HOMO level: -0.4082 Ha

Geometry as ORCA input:
```
! RIJCOSX wB97M-V def2-TZVPD def2/J DEFGRID3
* xyz 1 1
Br -6.209 -4.271 -2.678
Br -2.739 -1.297 -3.235
P -4.997 -3.318 0.688
F 1.256 1.408 2.150
F 2.119 1.899 0.210
F -0.041 1.666 -1.012
F -0.898 1.962 0.976
F 1.803 -0.188 0.759
O 4.503 -2.930 4.089
O -3.191 5.103 -2.661
O 8.028 -3.220 2.405
O 8.374 6.495 -2.922
O 8.764 5.368 -4.806
O 8.632 7.616 -4.858
O -6.936 2.149 2.526
O 3.830 -3.156 6.227
O 5.542 0.582 -3.787
O 7.587 1.308 -3.191
O 7.387 -4.510 0.676
O 5.935 1.150 -1.668
O -2.232 3.132 -3.064
O -4.897 3.046 2.827
O 2.822 -1.679 4.855
O -6.658 3.949 3.832
O -4.464 3.339 -3.249
O 7.835 -5.421 2.686
N -5.401 0.714 0.407
C -5.510 4.597 4.406
C 3.729 -2.641 5.168
C 1.281 1.056 0.853
C -4.300 -2.177 -2.554
C -1.159 4.071 -2.928
C -3.884 -3.988 -4.288
C -5.046 -0.604 0.998
C -6.233 2.980 3.024
C 3.943 -2.280 2.946
C -2.933 -1.538 0.059
C -5.383 -0.058 -1.871
C 8.170 5.115 -2.606
C 3.160 -1.147 3.571
C 7.721 -4.398 1.808
C -4.476 -1.623 -0.007
C -6.267 0.542 -0.795
C 4.522 0.965 -1.772
C -4.440 -5.951 -0.020
C -4.432 4.291 3.387
C -0.796 -0.247 0.077
C 8.138 -3.450 3.814
C -3.757 -4.566 0.121
C 4.394 0.161 -3.049
C 6.469 1.037 -2.910
C 8.457 -4.928 3.879
C 8.597 6.596 -4.258
C -4.625 -3.222 2.495
C -5.097 -1.521 -1.455
C -0.156 1.112 0.226
C -3.402 3.815 -3.023
C -1.833 5.227 -2.221
C -4.630 -3.329 -3.170
C -2.320 -0.148 -0.063
C 8.877 4.413 -3.744
H -5.309 4.150 5.380
H -3.062 -4.561 -3.869
H -6.737 1.471 -1.086
H -0.790 4.344 -3.918
H 3.763 -0.247 3.710
H -5.920 1.250 1.108
H -4.540 -4.686 -4.792
H -4.468 0.509 -2.004
H -2.657 0.524 0.724
H -1.812 5.122 -1.134
H -5.695 5.659 4.532
H -4.400 -6.278 -1.051
H 4.461 -0.915 -2.875
H -3.446 4.170 3.825
H -4.316 -0.419 1.775
H 8.914 -2.825 4.247
H 8.044 -5.419 4.755
H -5.937 -1.006 1.473
H -0.355 -0.713 -0.797
H 9.934 4.241 -3.535
H 7.181 -3.209 4.280
H -5.076 -2.353 2.958
H 3.303 -2.990 2.417
H 7.097 4.912 -2.594
H -2.506 0.307 -1.031
H -4.383 5.035 2.591
H -3.243 -4.268 -0.785
H -3.957 -6.696 0.597
H 4.044 1.944 -1.844
H -6.077 -1.979 -1.403
H -2.641 -1.901 1.046
H 3.484 0.375 -3.604
H -2.999 -4.675 0.894
H 8.587 4.879 -1.631
H -5.494 -5.863 0.225
H -2.463 -2.214 -0.644
H 8.411 3.473 -4.019
H 4.730 -1.944 2.275
H 4.139 0.446 -0.898
H -3.556 -3.270 -5.027
H -5.984 -0.075 -2.773
H -5.107 -4.090 2.934
H 2.265 -0.894 3.017
H -4.588 1.260 0.128
H -0.570 -0.850 0.953
H -0.349 3.638 -2.350
H -1.423 6.195 -2.492
H 9.529 -5.129 3.828
H -3.563 -3.285 2.719
H -6.996 -0.211 -0.518
*
```

***

# C5H3N

One molecule with the formula C5H3N (the ωB97M-V functional and the def2-TZVPD basis, OMol25).

Calculated total energy: -246.7378 Ha
HOMO level (spin up / spin down): -0.2976 / -0.3285 Ha
Energy relative to the best compared isomer or geometry (same formula, charge and spin): 251.7 kJ/mol

Geometry as ORCA input:
```
! RIJCOSX wB97M-V def2-TZVPD def2/J DEFGRID3
* xyz 0 3
N -2.802 -0.346 0.248
C 1.890 -0.290 0.061
C 1.650 -1.421 0.591
C 0.743 0.770 -0.181
C -0.569 0.716 0.063
C -1.593 -0.077 0.187
H 2.692 0.217 -0.451
H 1.122 1.734 -0.624
H -3.132 -1.303 0.106
*
```

***

# CH4N2S2

A 2-piece molecular cluster, CH4N2S2 overall (the ωB97M-V functional and the def2-TZVPD basis, OMol25).

Calculated total energy: -946.2056 Ha
HOMO level (spin up / spin down): -0.2881 / -0.2688 Ha
Energy relative to the best compared isomer or geometry (same formula, charge and spin): 475.2 kJ/mol

Geometry as ORCA input:
```
! RIJCOSX wB97M-V def2-TZVPD def2/J DEFGRID3
* xyz 0 1
S -1.598 -0.059 1.018
S 2.788 -0.061 0.954
N 0.776 0.423 -0.823
N -1.761 0.121 -0.543
C 1.291 -0.264 0.134
H 0.652 -1.062 0.443
H 1.311 1.210 -1.152
H -1.051 0.818 -0.888
H -2.408 -1.125 0.857
*
```

***

What is the formula in the fourth record?
C34H50Br2F5NO18P

***

What is the calculated total energy in the first record?
-402.9314 Ha

***

Which of these has the lowest calculated total energy?
C34H50Br2F5NO18P

***

Among the records above, which one has the lowest calculated total energy?
C34H50Br2F5NO18P